Formula: C7H11N3S4
Source: OMol25
Level of theory: wB97M-V/def2-TZVPD

Results
energy relative to the best compared isomer or geometry (same formula, charge and spin) = 0.000 eV
E_LUMO = -0.2646 eV
max |F| = 2.4 eV/Å
E_HOMO = -8.766 eV
SMILES string = CN(CCSSC#N)CCSSC#N
HOMO-LUMO gap = 8.50 eV
total charge = 0

Structure (XYZ):
```
25
C7H11N3S4 (wB97M-V/def2-TZVPD)
C 0.298 -2.655 -0.102
N 0.025 -1.244 0.057
C 1.105 -0.460 0.702
C 0.892 -0.285 2.184
S 2.077 0.918 2.890
S 0.639 2.042 3.842
C 0.056 2.874 2.364
N -0.272 3.397 1.386
C -0.689 -0.632 -1.095
C -1.484 0.629 -0.644
S -2.584 1.226 -1.964
S -1.306 2.577 -2.953
C -0.233 1.469 -3.965
N 0.459 0.738 -4.544
H -0.586 -3.114 -0.479
H 0.531 -3.149 0.864
H 1.123 -2.873 -0.821
H 1.174 0.549 0.222
H 2.074 -0.952 0.573
H 1.002 -1.250 2.675
H -0.131 0.018 2.362
H -1.321 -1.351 -1.599
H 0.071 -0.279 -1.818
H -0.852 1.452 -0.370
H -2.068 0.357 0.232
```